Record 1
170
Properties=species:S:1:pos:R:3 method="wB97M-V/def2-TZVPD" total_charge=+1 mol_weight_g_mol=1355.34 gap_ev=7.21 e_homo_ha=-0.39710
C 2.6791 1.5631 6.7691
C 1.4853 2.3462 6.2466
O 1.9357 3.3004 5.2915
C 0.9741 4.2915 4.9727
C 0.4303 4.1751 3.5871
O 1.3928 4.5175 2.5783
C 2.1685 3.5957 2.0287
C 2.3047 2.2744 2.4312
C 3.1655 1.3862 1.7828
P 3.3825 -0.3685 2.3672
N 2.9361 -0.1342 3.9714
O 1.9865 -1.0062 1.7364
C 3.8892 1.8425 0.6955
C 4.9152 1.1268 -0.1300
O 4.3949 0.7455 -1.3715
C 3.7161 -0.4656 -1.4362
C 4.0648 -1.5653 -0.6722
C 3.3616 -2.7720 -0.7832
C 3.7456 -3.9299 0.0856
C 2.3301 -2.8485 -1.7124
C 2.0077 -1.7366 -2.4951
C 2.6822 -0.5263 -2.3741
C 2.3201 0.6816 -3.2103
C 1.9267 0.3425 -4.6425
C 1.2245 1.4903 -2.5213
N 3.7007 3.1309 0.3187
C 2.9016 4.0232 0.9088
C 2.8650 5.4053 0.3524
C 2.0972 5.4909 -0.9851
O 1.2325 4.3717 -1.1832
C 0.0290 4.4564 -0.5575
O -0.2667 5.4072 0.1016
C -0.8081 3.2424 -0.7883
C -1.7815 2.9847 0.3702
H 2.6403 0.5188 6.4785
H 3.6015 1.9971 6.4028
H 2.6950 1.5786 7.8537
H 0.7578 1.6766 5.7792
H 0.9881 2.8560 7.0694
H 1.4052 5.2808 5.1129
H 0.1138 4.2160 5.6374
H -0.3500 4.9231 3.4945
H -0.0358 3.2094 3.3965
H 1.7384 1.9443 3.2840
H 2.8376 -1.0417 4.4140
H 2.0826 0.3879 4.1305
H 1.8455 -0.7145 0.8258
H 5.6970 1.8560 -0.3421
H 5.3823 0.3280 0.4355
H 4.8789 -1.5347 0.0344
H 3.5141 -3.6706 1.1197
H 4.8103 -4.1377 0.0355
H 3.1666 -4.8008 -0.1680
H 1.7893 -3.7748 -1.8299
H 1.2110 -1.8348 -3.2170
H 3.2227 1.2807 -3.2942
H 2.6085 -0.3924 -5.0648
H 2.0181 1.2381 -5.2482
H 0.9215 -0.0644 -4.7182
H 0.4098 0.8389 -2.2161
H 0.8523 2.2570 -3.1975
H 1.6257 2.0070 -1.6481
H 4.2217 3.4596 -0.4866
H 3.9011 5.6891 0.1749
H 2.4407 6.0866 1.0755
H 1.5411 6.4183 -1.0266
H 2.7910 5.4882 -1.8189
H -0.1256 2.4030 -0.8920
H -1.3378 3.3647 -1.7287
H -2.8047 3.1939 0.0829
H -1.5220 3.5734 1.2416
H -1.7446 1.9354 0.6473
C -0.4212 -4.8386 4.9245
C -0.0935 -6.1860 4.9583
C 0.4172 -6.8056 3.8285
C 0.5880 -6.0534 2.6838
C 0.2674 -4.7080 2.6233
C -0.2422 -4.1014 3.7583
N 1.1420 -6.7043 1.4831
O 1.4021 -7.8846 1.5452
O 1.3141 -6.0070 0.4989
H -0.8191 -4.3597 5.8094
H -0.2362 -6.7617 5.8610
H 0.6729 -7.8553 3.8469
H 0.4133 -4.1504 1.7104
H -0.5016 -3.0517 3.7317
C -4.2254 -10.6594 0.5098
C -3.0143 -11.3063 0.7120
C -2.1815 -10.9225 1.7515
C -2.5864 -9.8866 2.5701
C -3.7848 -9.2200 2.3849
C -4.6075 -9.6152 1.3445
N -1.7146 -9.4819 3.6815
O -0.6577 -10.0655 3.8188
O -2.0870 -8.5735 4.4011
H -4.8761 -10.9711 -0.2946
H -2.7173 -12.1171 0.0619
H -1.2373 -11.4168 1.9215
H -4.0675 -8.4131 3.0440
H -5.5511 -9.1138 1.1866
C -1.3641 6.8565 -2.8797
C -1.5902 7.0067 -4.2403
C -0.8114 6.3157 -5.1542
C 0.1839 5.4825 -4.6822
C 0.4330 5.3194 -3.3310
C -0.3532 6.0162 -2.4274
N 0.9943 4.7287 -5.6578
O 0.7468 4.8841 -6.8325
O 1.8561 3.9844 -5.2259
H -1.9760 7.3960 -2.1693
H -2.3701 7.6621 -4.5980
H -0.9773 6.4274 -6.2150
H 1.2192 4.6586 -2.9965
H -0.1799 5.9037 -1.3659
C -6.2218 7.4019 3.0052
C -6.2288 6.0367 3.2623
C -5.0844 5.4114 3.7272
C -3.9508 6.1785 3.9267
C -3.9174 7.5380 3.6747
C -5.0688 8.1494 3.2081
N -2.7398 5.5261 4.4342
O -2.7665 4.3246 4.6270
O -1.7521 6.2131 4.6281
H -7.1200 7.8859 2.6470
H -7.1278 5.4582 3.1038
H -5.0736 4.3520 3.9333
H -3.0144 8.1050 3.8408
H -5.0664 9.2111 3.0062
C -3.5871 7.2694 -11.2225
C -3.1100 8.5676 -11.3467
C -2.7095 9.2723 -10.2234
C -2.7953 8.6525 -8.9911
C -3.2711 7.3631 -8.8418
C -3.6700 6.6700 -9.9725
N -2.3540 9.3928 -7.7971
O -1.9600 10.5274 -7.9473
O -2.4056 8.8200 -6.7220
H -3.8948 6.7224 -12.1033
H -3.0472 9.0329 -12.3201
H -2.3365 10.2819 -10.3025
H -3.3297 6.9110 -7.8636
H -4.0441 5.6603 -9.8775
C -8.8493 -10.4904 5.9973
C -8.4385 -11.8166 5.9789
C -7.8848 -12.3578 4.8301
C -7.7523 -11.5490 3.7177
C -8.1573 -10.2277 3.7102
C -8.7115 -9.6989 4.8644
N -7.1485 -12.1152 2.4992
O -6.8160 -13.2809 2.5227
O -7.0076 -11.3771 1.5430
H -9.2786 -10.0721 6.8977
H -8.5478 -12.4320 6.8608
H -7.5609 -13.3868 4.7981
H -8.0435 -9.6271 2.8207
H -9.0356 -8.6677 4.8790
C 7.4777 -0.6718 -2.3618
C 8.5256 -0.1799 -3.1298
C 9.2896 -1.0519 -3.8874
C 8.9881 -2.4007 -3.8568
C 7.9540 -2.9153 -3.0998
C 7.1918 -2.0302 -2.3532
N 9.7994 -3.3258 -4.6733
O 10.7143 -2.8511 -5.3129
O 9.4972 -4.5002 -4.6507
H 6.8701 -0.0118 -1.7590
H 8.7514 0.8774 -3.1401
H 10.1096 -0.6937 -4.4908
H 7.7472 -3.9744 -3.1003
H 6.3792 -2.3972 -1.7417

Record 2
15
Properties=species:S:1:pos:R:3 method="wB97M-V/def2-TZVPD" smiles="[H]/N=C(/NN)O/C=N/N" e_above_lowest_kcal_mol=131.0 mol_weight_g_mol=117.11 gap_ev=9.70 e_homo_ha=-0.33619
C -1.0307 0.7252 -0.2771
C 1.0730 -0.6390 -0.3653
H -3.3146 -1.5976 -0.0853
H -2.0060 -0.7925 1.2364
H -3.0912 1.0365 -0.4821
H 0.4062 2.0851 0.0563
H 1.4618 -1.6436 -0.9755
H 3.3966 -0.9928 0.2478
H 3.9328 0.5701 0.5796
N -2.8379 -0.7108 0.5782
N -2.3772 0.2637 -0.6345
N -0.5759 1.9015 0.1394
N 1.9322 0.3395 0.2244
N 3.3498 -0.0406 -0.0882
O -0.3190 -0.5047 -0.1540

Record 3
90
Properties=species:S:1:pos:R:3 method="wB97M-V/def2-TZVPD" spin_multiplicity=3 s2=2.05 mol_weight_g_mol=808.76 gap_ev="7.23 / 5.10" e_homo_ha="-0.26443 / -0.29082"
Au -0.3669 -0.3199 -0.0046
C -0.7847 1.3288 4.2812
C -0.5091 0.2900 5.3673
C -1.8182 -0.2059 6.0024
C 0.4042 -0.8665 4.9904
C 1.0789 -1.4322 6.0638
C 2.0261 -2.4202 5.8908
C 2.4232 -2.7352 4.6032
C 1.8179 -2.1709 3.4954
C 2.4195 -2.4562 2.1473
C 1.4920 -3.2678 1.2513
C 2.8571 -1.1298 1.5253
C 0.6899 -1.3340 3.6833
N -0.1561 -1.0558 2.6298
C -1.4197 -1.2308 2.8288
C -2.4751 -0.8361 1.9914
C -3.8433 -0.9034 2.3442
C -4.5410 -0.3686 1.2908
C -3.5894 -0.0309 0.2942
N -2.3563 -0.2698 0.7533
C -3.9225 0.4428 -1.0933
C -4.0988 1.9663 -1.0944
C -5.2367 -0.2167 -1.5389
C -2.8312 0.0747 -2.0959
H -1.1271 2.2510 4.7490
H -1.5566 1.0017 3.5913
H 0.1203 1.5369 3.7157
H 0.0436 0.8129 6.1592
H -2.5745 -0.3872 5.2432
H -2.2069 0.5428 6.6893
H -1.6512 -1.1287 6.5551
H 0.8426 -1.0843 7.0594
H 2.5019 -2.8874 6.7394
H 3.2307 -3.4337 4.4449
H 3.3197 -3.0582 2.3188
H 0.5534 -2.7476 1.1123
H 1.2892 -4.2380 1.6993
H 1.9493 -3.4233 0.2773
H 2.0104 -0.4602 1.4309
H 3.2750 -1.2865 0.5338
H 3.6084 -0.6548 2.1554
H -1.7420 -1.7431 3.7385
H -4.2286 -1.2984 3.2666
H -5.6037 -0.2353 1.2351
H -4.8440 2.2580 -0.3598
H -4.4231 2.2876 -2.0814
H -3.1595 2.4620 -0.8608
H -6.0828 0.1731 -0.9783
H -5.1928 -1.2945 -1.3942
H -5.4066 -0.0139 -2.5946
H -1.9086 0.6033 -1.8649
H -3.1338 0.3488 -3.1043
H -2.6360 -0.9938 -2.0690
N 1.3075 0.5461 -0.6334
P 1.4230 0.8119 -2.1631
C 0.1743 1.9692 -2.8266
C -0.3660 1.9605 -4.1030
C -1.2178 2.9848 -4.4864
C -1.5373 4.0048 -3.6034
C -1.0087 3.9999 -2.3213
C -0.1510 2.9874 -1.9372
C 1.5362 -0.6774 -3.2141
C 0.4712 -1.5691 -3.2748
C 0.6427 -2.8238 -3.8291
C 1.8765 -3.1963 -4.3395
C 2.9328 -2.3002 -4.3038
C 2.7732 -1.0533 -3.7259
C 2.9452 1.7422 -2.5187
C 3.8599 1.9017 -1.4893
C 5.0220 2.6205 -1.7109
C 5.2635 3.1755 -2.9568
C 4.3432 3.0204 -3.9831
C 3.1799 2.3043 -3.7684
H -0.1227 1.1623 -4.7908
H -1.6257 2.9958 -5.4881
H -2.1995 4.8025 -3.9143
H -1.2563 4.7879 -1.6242
H 0.2859 2.9667 -0.9464
H -0.4914 -1.2840 -2.8763
H -0.1901 -3.5108 -3.8467
H 2.0182 -4.1837 -4.7571
H 3.8928 -2.5713 -4.7160
H 3.6094 -0.3691 -3.6758
H 3.6415 1.4338 -0.5387
H 5.7408 2.7454 -0.9144
H 6.1776 3.7221 -3.1372
H 4.5361 3.4555 -4.9524
H 2.4677 2.1552 -4.5701
N -1.5165 -3.2368 -0.6157
C -0.9653 -2.2421 -0.4613

Record 4
12
Properties=species:S:1:pos:R:3 method="wB97M-V/def2-TZVPD" e_above_lowest_kcal_mol=113.5 mol_weight_g_mol=86.09 gap_ev="7.95 / 8.81" e_homo_ha="-0.28754 / -0.29550"
C 1.0437 0.0973 0.2046
C 0.5145 -1.0293 1.0887
O -0.4445 -0.8938 1.8093
C -1.6390 0.4970 -0.3988
O -0.7649 1.1892 -1.1232
C 0.3129 0.3635 -1.0765
H 2.0840 -0.1253 -0.0621
H 1.0211 1.0063 0.8259
H 1.0428 -2.0049 1.0443
H -1.8047 -0.5467 -0.6152
H -2.2524 1.0546 0.3011
H 0.8866 0.3921 -1.9981

Record 5
13
Properties=species:S:1:pos:R:3 method="wB97M-V/def2-TZVPD" e_above_lowest_kcal_mol=165.9 mol_weight_g_mol=111.10 gap_ev=10.03 e_homo_ha=-0.34890
C 2.3148 -0.9873 0.0960
C 1.1136 -0.1402 -0.0707
C -0.7627 0.5379 0.0829
C -1.6575 -1.3215 -0.0545
C -0.1645 -0.6305 -0.1669
H 3.3742 -0.6876 -0.6530
H 1.8501 -1.9754 -0.2976
H 2.6288 -0.9390 1.2742
H -1.8325 -2.0631 0.7710
H -1.7059 -1.3543 -1.1125
N -0.1308 1.6746 -0.0792
O 1.1531 1.1352 0.0159
O -2.2108 0.1831 0.1407

Record 6
16
Properties=species:S:1:pos:R:3 method="wB97M-V/def2-TZVPD" smiles="C=C(C)C(=C)C" e_above_lowest_kcal_mol=47.8 mol_weight_g_mol=82.15 gap_ev=10.28 e_homo_ha=-0.33996
C -1.3951 1.2703 0.0613
C -0.0784 0.7177 0.5227
C 0.7601 1.2031 1.4465
C -0.1068 -1.8644 0.3325
C 0.1870 -0.6307 -0.1643
C 0.9774 -0.5971 -1.5214
H -1.9365 0.5049 -0.4950
H -1.4602 2.2554 -0.3360
H -2.0355 1.2620 0.9773
H 1.7495 0.7322 1.7272
H 0.3179 1.9414 2.1667
H 0.2932 -2.7688 -0.0197
H -0.5797 -1.9454 1.2669
H 0.4086 -0.2636 -2.4123
H 0.9842 -1.6818 -1.8436
H 1.9142 -0.1353 -1.7090

Record 7
21
Properties=species:S:1:pos:R:3 method="wB97M-V/def2-TZVPD" total_charge=-1 e_above_lowest_kcal_mol=3.6 mol_weight_g_mol=120.24 gap_ev=6.66 e_homo_ha=-0.09334
C -0.3183 -0.2978 -2.2616
C 0.2500 0.9852 -1.6855
C -0.8607 1.9914 -1.3603
N 0.7208 -1.3422 -2.1668
H -0.6485 -0.1747 -3.3001
H -1.1999 -0.5692 -1.6715
H 1.0886 1.4251 -2.2277
H 0.6392 0.7034 -0.7036
H -1.4437 1.5848 -0.5323
H -1.5473 2.1812 -2.1966
H -0.4547 2.9707 -1.0913
H 0.5145 -2.1360 -2.7605
H 0.7088 -1.6529 -1.1934
C 1.0755 -0.7346 3.1643
C -0.3993 -0.6469 2.7886
S -0.6809 -0.9101 1.0201
H 1.6239 0.1174 2.7587
H 1.5036 -1.6474 2.7496
H 1.1799 -0.7603 4.2607
H -0.8080 0.3301 3.0639
H -0.9435 -1.4176 3.3452

Record 8
85
Properties=species:S:1:pos:R:3 method="wB97M-V/def2-TZVPD" e_above_lowest_kcal_mol=45.1 mol_weight_g_mol=1060.07 gap_ev=8.94 e_homo_ha=-0.36522
O 1.9121 0.4191 4.2139
C 2.3837 -0.4993 3.5105
O 3.6336 -0.5220 3.1037
C 3.8631 -1.5970 2.2390
C 2.4412 -1.8948 1.7124
C 1.5592 -1.5354 2.9188
H 4.2471 -2.4581 2.7859
H 4.5484 -1.1723 1.5055
H 2.4220 -2.9495 1.4379
H 2.1980 -1.2655 0.8562
H 1.4514 -2.4199 3.5467
H 0.5935 -1.1309 2.6154
O -4.8605 -1.5198 5.2855
C -3.7944 -1.1926 4.7964
O -3.1099 -2.0395 3.8769
C -2.1570 -1.3849 3.0925
C -1.6083 -0.3938 4.1373
C -2.8508 -0.0024 4.9141
H -2.5427 -1.0666 2.1239
H -1.4220 -2.1222 2.7695
H -1.1155 0.4532 3.6599
H -0.8635 -0.9662 4.6903
H -3.3172 0.9379 4.6198
H -2.6032 0.2071 5.9547
O -3.7801 0.9449 1.1061
C -3.5194 1.7308 0.1752
O -3.4172 1.2732 -1.1115
C -2.9578 2.2216 -2.0229
C -2.8841 3.5152 -1.1381
C -3.3705 3.1902 0.2536
H -3.7311 2.4006 -2.7699
H -2.0170 1.9584 -2.5064
H -3.4562 4.3391 -1.5646
H -1.8634 3.8672 -1.2877
H -4.3840 3.5538 0.4232
H -2.7906 3.6006 1.0803
O 0.0615 2.3183 -0.2288
C 0.5610 2.8826 0.7341
O 0.1727 3.9955 1.4656
C 0.9757 4.1177 2.6224
C 2.2593 3.3569 2.3889
C 2.0021 2.6074 1.1374
H 0.3150 3.9092 3.4639
H 1.5253 5.0585 2.5945
H 2.2752 2.5606 3.1331
H 3.1714 3.8960 2.1327
H 2.1219 1.5248 1.1783
H 2.5489 3.1386 0.3584
O -2.3793 -5.9579 2.9447
C -2.6449 -5.1999 2.0810
O -1.6582 -4.7572 1.2251
C -2.1474 -4.2252 0.0336
C -3.6277 -3.8487 0.4549
C -4.0262 -4.7037 1.6088
H -2.0625 -4.9284 -0.7948
H -1.6172 -3.4129 -0.4637
H -4.1911 -3.9133 -0.4759
H -3.7503 -2.8100 0.7618
H -4.6258 -5.5574 1.2930
H -4.6245 -4.1297 2.3164
O 1.7426 1.2742 -3.7178
S 1.9178 0.8148 -5.1130
O 0.9372 -0.1212 -5.5876
O 1.8890 2.2700 -6.1002
C 2.1172 3.5212 -5.4146
C 2.9379 4.4337 -6.2772
C 3.6503 0.2239 -5.2500
H 2.7290 3.3925 -4.5217
H 1.2299 4.0055 -5.0068
H 3.3143 5.2638 -5.6792
H 2.1730 4.8755 -6.9158
H 3.7103 3.9439 -6.8701
H 4.0927 0.9164 -5.9661
H 3.6313 -0.8642 -5.3113
H 4.1230 0.5815 -4.3352
C 3.4671 -4.5276 -2.4656
Br 4.2734 -4.3221 -0.6012
Br 1.8083 -5.5851 -2.3039
Br 4.9864 -5.2827 -3.6137
H 3.2222 -3.5209 -2.8042
C -0.2346 -0.5689 -1.8118
Br -1.9326 -0.8569 -2.7869
Br 1.2847 -1.7585 -2.5564
Br -0.6033 -0.9627 0.0939
H 0.0611 0.4520 -2.0531

Record 9
12
Properties=species:S:1:pos:R:3 method="wB97M-V/def2-TZVPD" e_above_lowest_kcal_mol=112.7 mol_weight_g_mol=86.09 gap_ev="8.38 / 7.05" e_homo_ha="-0.34929 / -0.33473"
C -1.1276 1.3845 -0.4121
C -0.7343 0.0152 -0.4802
O -1.4845 -1.0054 -0.4579
C 0.5108 -0.0492 0.5788
C 1.2225 -1.3617 0.3523
O 2.4049 -1.4931 0.5561
H -0.0908 0.1351 -1.4394
H -0.3816 2.1658 -0.5239
H -2.1651 1.6879 -0.2730
H 1.2305 0.7723 0.5358
H 0.0383 -0.0683 1.5664
H 0.5769 -2.1831 -0.0030

Record 10
5
Properties=species:S:1:pos:R:3 method="wB97M-V/def2-TZVPD" e_above_lowest_kcal_mol=93.9 mol_weight_g_mol=164.36 gap_ev="7.69 / 7.67" e_homo_ha="-0.39858 / -0.39782"
N 0.3309 0.0446 -0.3482
O -0.4099 0.7198 0.4395
F 0.0461 -1.8619 0.0667
Cl -2.1637 0.6175 -0.0736
Br 2.1966 0.4801 -0.0845